# 1
{
  "formula": "C3H7NS2",
  "method": "ωB97M-V/def2-TZVPD",
  "lumo_ev": 0.373,
  "total_energy_ev": -26382.6389,
  "e_above_lowest_ev": 2.536,
  "elements": ["H", "S", "C", "S", "H", "H", "H", "H", "H", "C", "C", "H", "N"],
  "xyz": [[-0.466635, -2.433712, 0.275671], [0.994519, -0.586914, -1.767755], [-1.214607, -1.744381, -0.247435], [0.262951, 1.828556, -0.580589], [2.229523, 2.407370, 0.604216], [1.029231, 1.427938, 1.611953], [1.860344, 0.696348, 0.402328], [-1.915265, -2.497531, -0.872271], [-1.967092, -1.209926, 0.612719], [1.461741, 1.593412, 0.616105], [-0.359971, -0.710855, -0.863870], [-1.324080, 0.780774, 0.376848], [-0.590660, 0.448921, -0.167921]],
  "forces_ev_per_a": [[-1.2, 0.8, -0.4], [0.0, -2.5, -1.3], [-2.7, -2.7, 1.7], [-1.3, 2.2, -0.8], [-0.7, -0.7, 0.1], [0.0, 0.8, -0.1], [2.2, -3.0, -0.9], [1.9, 2.1, 0.9], [2.2, -1.7, -2.4], [0.6, 2.7, 2.3], [0.1, 1.8, 1.3], [-2.1, -0.8, 1.0], [1.0, 1.1, -1.6]]
}

***

# 2
{
  "formula": "C3H7NS2",
  "method": "ωB97M-V/def2-TZVPD",
  "lumo_ev": 0.851,
  "total_energy_ev": -26383.5778,
  "e_above_lowest_ev": 1.598,
  "elements": ["C", "H", "N", "H", "H", "C", "H", "S", "C", "H", "S", "H", "H"],
  "xyz": [[-0.697836, 0.154849, 0.031163], [-1.247452, -0.698975, -0.390843], [0.496393, -1.590124, 1.704962], [-2.321355, 0.516022, -2.439861], [1.157361, -2.688242, 3.299214], [-1.920187, 1.504763, -2.119115], [2.482435, -1.887620, 2.242902], [-0.309932, 1.285818, -1.278458], [1.429608, -2.045964, 2.459430], [-1.245440, 0.659647, 0.831704], [0.889233, -0.443110, 0.444823], [-1.798160, 2.156635, -2.972046], [-2.640465, 1.908184, -1.396505]],
  "forces_ev_per_a": [[-1.5, -0.6, -0.3], [-0.2, 0.4, 0.3], [0.4, 0.7, 0.6], [0.4, 0.7, 0.0], [0.0, 0.0, -0.3], [-0.4, -1.3, 1.0], [0.2, 0.2, 0.3], [0.0, 1.1, -1.2], [-0.8, 0.2, -1.3], [0.2, -0.3, 0.1], [1.5, -1.3, 1.4], [0.1, 0.1, 0.0], [0.2, 0.2, -0.3]]
}

***

Question: Which formula does entry 2 have?
Answer: C3H7NS2

***

Copy entry 2 word for word.
{
  "formula": "C3H7NS2",
  "method": "ωB97M-V/def2-TZVPD",
  "lumo_ev": 0.851,
  "total_energy_ev": -26383.5778,
  "e_above_lowest_ev": 1.598,
  "elements": ["C", "H", "N", "H", "H", "C", "H", "S", "C", "H", "S", "H", "H"],
  "xyz": [[-0.697836, 0.154849, 0.031163], [-1.247452, -0.698975, -0.390843], [0.496393, -1.590124, 1.704962], [-2.321355, 0.516022, -2.439861], [1.157361, -2.688242, 3.299214], [-1.920187, 1.504763, -2.119115], [2.482435, -1.887620, 2.242902], [-0.309932, 1.285818, -1.278458], [1.429608, -2.045964, 2.459430], [-1.245440, 0.659647, 0.831704], [0.889233, -0.443110, 0.444823], [-1.798160, 2.156635, -2.972046], [-2.640465, 1.908184, -1.396505]],
  "forces_ev_per_a": [[-1.5, -0.6, -0.3], [-0.2, 0.4, 0.3], [0.4, 0.7, 0.6], [0.4, 0.7, 0.0], [0.0, 0.0, -0.3], [-0.4, -1.3, 1.0], [0.2, 0.2, 0.3], [0.0, 1.1, -1.2], [-0.8, 0.2, -1.3], [0.2, -0.3, 0.1], [1.5, -1.3, 1.4], [0.1, 0.1, 0.0], [0.2, 0.2, -0.3]]
}

***

Question: What is the formula in the first record?
Answer: C3H7NS2

***

What did the first record say?
{
  "formula": "C3H7NS2",
  "method": "ωB97M-V/def2-TZVPD",
  "lumo_ev": 0.373,
  "total_energy_ev": -26382.6389,
  "e_above_lowest_ev": 2.536,
  "elements": ["H", "S", "C", "S", "H", "H", "H", "H", "H", "C", "C", "H", "N"],
  "xyz": [[-0.466635, -2.433712, 0.275671], [0.994519, -0.586914, -1.767755], [-1.214607, -1.744381, -0.247435], [0.262951, 1.828556, -0.580589], [2.229523, 2.407370, 0.604216], [1.029231, 1.427938, 1.611953], [1.860344, 0.696348, 0.402328], [-1.915265, -2.497531, -0.872271], [-1.967092, -1.209926, 0.612719], [1.461741, 1.593412, 0.616105], [-0.359971, -0.710855, -0.863870], [-1.324080, 0.780774, 0.376848], [-0.590660, 0.448921, -0.167921]],
  "forces_ev_per_a": [[-1.2, 0.8, -0.4], [0.0, -2.5, -1.3], [-2.7, -2.7, 1.7], [-1.3, 2.2, -0.8], [-0.7, -0.7, 0.1], [0.0, 0.8, -0.1], [2.2, -3.0, -0.9], [1.9, 2.1, 0.9], [2.2, -1.7, -2.4], [0.6, 2.7, 2.3], [0.1, 1.8, 1.3], [-2.1, -0.8, 1.0], [1.0, 1.1, -1.6]]
}